1.
58
Properties=species:S:1:pos:R:3:forces:R:3 method="wB97M-V/def2-TZVPD" s_squared=1.11 charge=+1 orbital_gap_ev="6.65 / 7.20" relative_energy_kcal_mol=75.9 spin_multiplicity=2
Ru -1.845268 -0.617770 1.253651 0.24 4.50 0.16
C -3.834571 -2.130230 1.006221 0.02 -0.35 -0.04
C -2.960902 -3.201325 0.751516 -0.26 -0.49 0.33
C -2.208235 -3.756109 1.785950 -0.15 -0.04 -0.45
C -2.254425 -3.201934 3.058462 -0.27 0.19 0.02
C -3.103790 -2.124637 3.319026 -0.03 -0.24 0.02
C -3.942195 -1.629845 2.314764 -0.02 -0.23 0.11
H -4.535655 -1.808580 0.241230 0.19 0.11 0.04
H -2.945324 -3.653287 -0.230697 0.09 0.08 -0.05
H -1.618405 -4.644989 1.607459 0.09 0.05 -0.06
H -1.671264 -3.632239 3.859130 0.08 0.04 0.03
H -3.179919 -1.730563 4.322258 0.04 0.10 -0.01
H -4.709228 -0.904391 2.556589 0.30 0.17 -0.10
O -3.275367 3.067668 2.750855 -0.47 -0.47 0.07
C -2.876907 2.220434 1.992892 2.13 2.72 -0.93
O -3.200096 1.005976 1.893349 -0.05 -4.42 0.14
C -1.819083 2.621999 0.932690 -1.07 0.32 1.02
C -1.704573 3.947388 0.549244 0.27 -0.22 -0.19
C -0.767832 4.261342 -0.423121 -0.14 0.05 0.10
C 0.024818 3.248023 -0.933546 0.00 -0.21 0.04
C -0.149543 1.955337 -0.459647 0.53 0.03 -0.30
N -1.072132 1.649289 0.440320 -0.33 -1.46 0.43
H -2.349564 4.683373 1.003855 -0.02 -0.01 0.08
H -0.658041 5.280664 -0.765347 0.02 0.02 -0.06
H 0.776350 3.421902 -1.689690 0.00 0.01 0.03
H 0.507138 1.176302 -0.813984 -0.16 -0.02 0.09
C 3.248070 1.911147 0.666625 -0.10 0.06 0.04
C 4.262617 1.619697 -0.415080 -0.46 -0.31 -0.47
S 3.467741 0.924474 -1.899679 0.06 -0.59 0.50
O 4.352163 0.993837 -3.015673 0.53 -0.04 -0.25
O 2.137709 1.465675 -2.068238 -0.02 0.18 0.15
C 3.207178 -0.854800 -1.502786 0.10 0.90 -0.07
C 2.177531 -1.419225 -2.471152 0.74 -0.15 -0.34
N 0.805269 -1.171651 -2.075611 -0.56 0.23 0.05
C 0.208247 -1.617758 -0.951079 0.03 -0.18 -0.05
N -1.053300 -1.188963 -0.876884 0.38 -0.13 1.30
C -1.279291 -0.437028 -1.981335 0.31 0.30 -0.82
C -0.133497 -0.409480 -2.738130 -1.09 -0.28 1.05
N 0.045211 0.335271 -3.945488 -0.09 -0.06 0.11
O 0.936259 0.010253 -4.690248 0.42 -0.10 -0.43
O -0.748717 1.227343 -4.117234 -0.24 0.30 -0.14
C 0.822991 -2.508251 0.061294 0.16 0.07 0.08
H 3.739584 2.270213 1.568098 0.05 -0.02 0.02
H 2.685677 1.018013 0.930418 -0.10 -0.08 0.12
H 2.545366 2.670123 0.334183 -0.05 0.04 0.02
H 4.999520 0.881576 -0.107214 0.15 -0.07 -0.07
H 4.782094 2.514298 -0.749313 0.04 0.02 -0.20
H 2.900648 -0.926373 -0.465975 0.06 -0.04 0.18
H 4.168466 -1.336185 -1.649085 0.10 -0.09 0.04
H 2.303121 -2.500462 -2.576014 0.07 0.13 -0.01
H 2.339790 -0.951896 -3.447751 -0.18 -0.36 0.14
H -2.229263 0.012963 -2.202887 0.00 0.19 0.01
H 1.377293 -3.326436 -0.396940 -0.03 -0.04 -0.06
H 0.029594 -2.909049 0.695092 0.21 0.00 -0.10
H 1.507166 -1.950245 0.699877 -0.03 -0.08 0.12
O 1.408828 0.730061 3.511652 0.52 0.37 0.48
C 0.577688 0.075404 3.031699 0.09 0.53 -0.37
N -0.217738 -0.656339 2.521428 -2.12 -0.93 -1.57

2.
49
Properties=species:S:1:pos:R:3:forces:R:3 method="wB97M-V/def2-TZVPD" charge=0 orbital_gap_ev=6.93 relative_energy_kcal_mol=424.0
C -0.613060 -3.641987 -0.873637 -4.40 -2.08 -0.49
H -1.263231 -4.488499 -1.437076 1.18 1.89 0.93
H 0.161077 -4.314891 -0.423282 -0.16 1.64 -0.29
H -1.374567 -3.201940 -0.193048 0.81 -0.86 0.42
C -0.333898 -2.588671 -1.895389 9.52 -2.63 2.70
N 0.773652 -1.538436 -1.212402 2.30 -4.20 -5.64
C 1.532983 -0.631380 -2.104304 -11.78 -6.98 -10.21
C 2.700804 -0.225404 -1.772577 11.17 6.51 4.16
H 3.376472 -0.977994 -1.399017 0.10 -0.65 0.25
H 2.522633 0.466820 -0.816828 1.09 -0.68 -1.80
H 3.454562 0.325788 -2.587858 -2.64 -1.05 2.01
H 0.843362 0.026035 -2.804224 0.85 -0.09 2.32
H 1.557594 -1.424338 -3.042665 0.87 1.41 1.61
C 0.184039 -0.868357 -0.292688 -7.92 4.48 5.96
C -0.025675 -1.449351 1.034527 6.20 -2.05 2.99
C 1.131897 -2.197642 1.638312 -8.12 0.68 2.62
C 0.926429 -2.804755 3.015184 8.24 -0.18 -8.86
C 0.000779 -2.486079 3.801852 -1.84 -1.04 3.64
C -0.977549 -1.835609 3.225831 -1.91 5.26 -1.67
C -0.823831 -1.051628 2.041217 -5.17 -0.89 -1.14
C -2.180826 -0.237916 1.865639 5.43 -2.96 -0.42
C -2.577039 -0.333522 3.113011 -3.51 -0.58 1.94
O -1.986203 -1.296842 3.916931 -2.10 1.96 0.61
H -3.506410 0.081296 3.542895 0.75 -0.25 -0.04
C -2.636355 0.534728 0.622086 13.30 1.73 9.52
O -3.708457 0.520715 0.455283 -14.86 -0.34 -5.23
C -1.738138 1.743046 0.546838 -0.19 -0.21 -8.26
C -1.753882 2.242782 -0.876535 5.09 5.00 5.27
C -0.900184 3.410779 -1.193517 -4.18 -4.04 -3.66
C 0.195569 3.624972 -0.424592 0.43 3.40 -5.31
C 0.437209 2.914611 0.618394 -0.50 -1.88 5.92
C -0.582850 2.026524 1.095640 5.11 -0.65 5.64
H -0.248969 1.505108 2.125665 -1.03 1.17 -2.26
H 1.170157 3.317770 1.334476 0.12 -0.91 -0.48
O 1.069543 4.584258 -0.849424 1.52 -0.52 0.38
C 1.103489 5.128976 -2.167459 -2.59 7.09 5.80
H -0.101960 5.750284 -2.180894 3.69 -1.00 -0.43
H 2.001077 5.966247 -2.003046 -2.54 -2.46 -1.36
H 0.976361 4.559276 -2.971219 0.57 -2.92 -3.15
H -1.001101 3.859133 -2.264022 0.06 -0.70 2.31
H -2.669208 2.090753 -1.150698 -5.03 -0.89 -3.51
H 0.153238 -2.839936 4.760477 -0.94 -0.51 2.17
H 1.796030 -3.409950 3.151551 0.33 -0.50 1.08
O 2.024474 -2.582096 0.878445 5.48 -1.63 -5.65
H 1.910078 -2.308477 -0.247586 -0.90 -0.32 3.44
H -1.002955 -0.746344 -0.485163 1.83 0.66 -0.69
H 0.546574 0.124323 -0.074104 0.36 0.60 -0.56
H 0.398947 -3.166617 -2.506127 -0.42 0.73 -0.46
H -0.942684 -2.155561 -2.534873 -3.64 2.43 -2.12

3.
63
Properties=species:S:1:pos:R:3:forces:R:3 method="wB97M-V/def2-TZVPD" charge=-1 orbital_gap_ev="7.06 / 4.54" relative_energy_kcal_mol=0.0
Be -0.605960 2.955216 -3.150582 -0.74 -0.15 -1.23
Br 2.057808 -0.548681 -5.395702 -0.07 -0.01 -0.01
C 2.516854 1.048264 -4.493643 -1.64 0.21 -0.29
C 3.849291 1.419182 -4.458956 0.44 0.65 1.21
C 4.186052 2.540843 -3.727209 -0.54 0.87 -0.40
Br 5.982292 2.865069 -3.330415 0.78 0.15 -0.04
C 3.207551 3.480331 -3.273063 0.53 -0.68 0.99
C 3.451167 4.659656 -2.498155 1.58 0.16 -0.50
C 2.448365 5.473937 -2.072401 -0.11 -0.09 -0.20
C 1.122326 5.097403 -2.440834 0.56 -0.52 0.43
N 0.824193 3.918330 -3.006829 1.27 1.26 0.44
C 1.869682 3.090791 -3.391793 -0.81 0.62 -0.02
C 1.445745 1.850219 -3.980134 0.24 -0.73 -0.84
O 0.174930 1.596580 -4.089458 0.71 1.29 1.01
H 4.663308 0.825959 -4.874129 -0.48 -0.10 0.09
H 4.500679 4.981987 -2.318022 -0.83 -0.55 -0.05
H 2.700094 6.386546 -1.463675 -0.67 -1.04 -0.90
H 0.406672 5.857179 -2.161718 -0.96 -0.66 -0.26
C 0.827532 -5.992606 2.995787 -1.32 -1.46 0.29
Si 0.974771 -4.635673 1.680740 0.54 -0.36 -0.42
C -0.741802 -4.010774 1.100537 0.64 -1.11 -0.03
C 2.028566 -5.519619 0.349691 -2.02 0.58 -0.07
As 2.367384 -3.083143 2.567066 0.82 0.98 0.40
Si 1.136927 -1.933828 4.204434 -0.05 1.24 0.30
C -0.734251 -2.304626 4.211391 -0.84 0.25 0.78
C 1.633416 -0.015914 4.116210 -1.62 -0.43 -0.79
C 1.733283 -2.429984 5.911953 -0.22 -0.04 0.91
H 0.908286 -7.003794 2.502302 -0.22 0.90 0.15
H -0.228211 -5.965267 3.409772 1.17 -0.07 -0.07
H 1.558574 -6.096900 3.828646 -0.48 0.71 -0.52
H -1.262654 -4.215094 2.048790 -0.50 0.50 -0.48
H -1.055373 -4.785286 0.364428 -0.16 0.57 0.35
H -0.909144 -2.990073 0.688112 0.34 -0.79 0.56
H 1.221741 -6.076410 -0.185347 0.92 -0.38 0.29
H 2.830579 -6.105854 0.782983 -0.10 -0.26 -0.10
H 2.388114 -4.820459 -0.381206 0.48 0.38 -0.32
H -1.341076 -1.937625 3.353725 0.57 -0.22 0.48
H -1.220785 -1.911975 5.158056 0.65 0.02 -0.99
H -0.911530 -3.390923 4.339643 0.31 0.30 -0.40
H 0.934291 0.596429 4.724355 0.19 -0.50 -0.12
H 1.443286 0.347777 3.064487 0.62 -0.29 0.98
H 2.632013 0.216226 4.496491 0.01 -0.28 -0.42
H 2.669473 -1.954922 6.198400 0.47 -0.26 -0.41
H 1.779193 -3.515806 6.137454 -0.09 0.66 -0.11
H 1.060502 -1.920846 6.633705 -0.15 -0.55 -0.31
O -6.663638 1.970929 0.564657 0.83 -0.81 -2.01
N -6.405900 1.782072 -0.654864 -1.88 0.95 1.17
O -7.269270 1.926232 -1.526605 0.78 -0.44 0.70
C -5.056131 1.560722 -1.075169 2.26 -0.40 0.67
C -4.701647 1.974025 -2.373923 1.16 0.26 1.32
C -3.342486 2.304768 -2.610588 -1.33 0.87 -0.71
C -2.325106 2.107941 -1.641267 -0.16 -1.56 1.74
O -1.111995 2.464826 -1.767245 0.05 0.12 -0.46
C -2.716605 1.347049 -0.453458 -0.48 1.10 -1.36
C -4.062189 1.180194 -0.115574 -1.09 0.65 -1.40
N -1.672019 0.874190 0.402593 0.58 -0.22 0.76
O -0.519712 1.286913 0.236674 -1.28 -1.01 0.98
O -2.012896 0.049606 1.272993 0.61 0.63 -0.62
N -3.054689 3.094428 -3.731632 0.06 -0.47 -0.41
O -1.882252 3.735814 -3.807914 0.69 -0.40 0.01
O -3.848431 3.212093 -4.692513 -0.07 -0.04 0.51
H -5.480797 2.254902 -3.042312 -0.12 0.19 -0.56
H -4.398389 0.831455 0.840260 0.17 -0.16 0.30

4.
53
Properties=species:S:1:pos:R:3:forces:R:3 method="wB97M-V/def2-TZVPD" charge=0 orbital_gap_ev="6.07 / 6.01"
Ir 0.329943 -1.605209 -1.382798 0.08 -1.04 0.04
C -1.689257 -1.964509 1.170702 0.00 0.06 -0.03
C -0.261457 -1.920609 1.623402 0.46 -0.33 -1.80
C 0.076043 -1.723909 2.952502 0.88 -0.07 0.95
C 1.401843 -1.633409 3.332502 -0.66 -0.08 -0.64
C 2.405743 -1.734209 2.350902 -0.18 -0.21 -0.18
C 3.771943 -1.612609 2.656102 0.58 -0.01 -0.20
C 4.730343 -1.756109 1.675302 -0.25 0.15 1.10
C 4.359543 -2.020009 0.371102 -1.33 -0.13 -0.52
C 3.011043 -2.118609 0.026102 0.96 -0.05 0.06
S 2.614243 -2.419009 -1.633098 -2.44 1.05 -0.18
C 2.002643 -1.978409 1.010402 0.49 -0.05 0.65
N 0.682643 -2.068509 0.665302 0.21 1.53 0.70
H -2.368157 -1.887209 2.016602 -0.02 0.01 0.03
H -1.905057 -2.891209 0.635602 0.04 0.05 -0.02
H -1.901757 -1.131809 0.490802 -0.01 -0.04 0.00
H -0.704757 -1.657009 3.693902 -0.11 0.03 0.00
H 1.678843 -1.497709 4.365402 0.01 0.10 0.17
H 4.053743 -1.393209 3.673002 0.07 0.00 0.17
H 5.774543 -1.657609 1.920202 0.17 0.02 0.10
H 5.095743 -2.133609 -0.407398 0.13 0.02 -0.10
C -1.418757 3.324791 -0.534298 0.28 -0.24 -0.16
C -0.161057 2.680591 -1.110898 0.13 0.38 -0.05
C 0.374443 3.506291 -2.282098 -0.13 -0.35 0.23
O -0.529857 1.392591 -1.637198 -0.60 -0.19 -0.40
B 0.410743 0.471791 -1.288398 0.35 -1.57 0.64
O 1.370943 1.012091 -0.475898 0.65 0.16 0.09
C 0.950543 2.320191 -0.059198 -0.06 0.19 0.30
C 0.400643 2.157791 1.363502 0.13 -0.06 -0.37
C 2.161743 3.249991 -0.031398 -0.27 -0.25 -0.09
H -2.099557 3.568991 -1.345998 -0.05 0.06 -0.08
H -1.173157 4.236391 0.003202 0.00 0.14 0.07
H -1.929657 2.636591 0.133202 -0.03 0.00 0.11
H -0.370657 3.522291 -3.073198 -0.09 0.02 -0.04
H 1.276443 3.047391 -2.676998 0.11 0.02 -0.09
H 0.586343 4.525391 -1.976698 0.09 0.17 0.03
H -0.447857 1.476291 1.365602 -0.13 -0.02 0.04
H 0.103443 3.115291 1.781202 -0.09 0.08 0.11
H 1.177743 1.721091 1.987802 0.08 0.00 0.04
H 2.696743 3.236891 -0.976798 -0.01 0.03 -0.06
H 2.846543 2.911291 0.743002 0.04 0.00 0.07
H 1.853043 4.268891 0.194202 0.01 0.11 0.03
Se -1.045057 -2.131009 -3.272998 0.29 0.13 -1.00
C -2.741957 -1.896709 -2.397398 0.29 0.17 0.18
C -3.246157 -0.630409 -2.109798 0.09 -0.14 0.02
C -4.502957 -0.548409 -1.534598 0.09 0.27 -0.01
N -5.246257 -1.599709 -1.231998 -0.52 0.05 0.28
C -4.758657 -2.799209 -1.503298 0.08 -0.17 -0.14
C -3.521657 -3.006609 -2.087798 0.11 0.07 -0.01
H -2.665257 0.256091 -2.321198 0.00 0.04 -0.04
H -4.947657 0.412591 -1.305098 0.08 0.12 0.00
H -5.397557 -3.631809 -1.244698 -0.02 -0.18 0.01
H -3.164057 -4.003209 -2.300298 0.01 -0.07 0.02

5.
50
Properties=species:S:1:pos:R:3:forces:R:3 method="wB97M-V/def2-TZVPD" s_squared=2.01 charge=-1 orbital_gap_ev="3.33 / 5.00" spin_multiplicity=3
Mo -0.268433 1.066968 0.340417 1.23 -1.41 0.25
C 1.931900 1.079982 1.354536 -0.25 0.66 -0.34
C 2.231361 0.176289 0.286604 1.27 0.70 -0.42
C 2.127796 0.881908 -0.946089 -0.26 0.60 1.33
H 2.585954 -0.838866 0.414798 -0.24 0.12 -0.06
C 1.681510 2.217355 -0.665403 0.90 -0.40 0.39
C 1.565790 2.353020 0.771494 0.63 -0.68 -0.48
H 1.367844 3.270892 1.317726 0.01 -0.20 -0.15
H 2.058064 0.892751 2.419644 -0.12 -0.02 -0.38
H 2.492881 0.529075 -1.903960 -0.47 -0.14 0.07
H 1.560513 3.030620 -1.377632 -0.10 -0.31 0.12
C -2.379519 0.918570 0.969569 -0.47 0.64 -0.34
C -1.828166 2.183099 1.383876 -0.90 -0.18 0.23
C -1.461084 2.916981 0.203353 -0.34 -0.12 -0.31
H -1.794495 2.544514 2.411398 0.11 -0.20 -0.33
C -1.767373 2.095615 -0.945916 -0.26 0.13 0.39
C -2.325594 0.853728 -0.465060 -0.89 0.71 0.50
H -2.772354 0.073330 -1.064677 0.32 -0.05 0.03
H -2.818039 0.176681 1.620385 0.16 0.03 -0.04
H -1.051541 3.920373 0.175150 -0.04 -0.11 -0.01
H -1.697144 2.402916 -1.982479 0.08 -0.05 0.14
O -0.329010 -0.378360 -2.309003 0.32 -0.66 -0.90
C -0.397580 0.044947 -3.709038 0.11 -0.38 -0.02
C 0.307349 -1.257873 -4.180357 -0.20 0.30 0.12
C 0.396765 1.311402 -3.944260 -0.03 0.20 -0.07
C -1.837860 0.155823 -4.180531 -0.08 0.20 -0.09
C 0.299876 -1.634058 -2.698499 0.03 0.18 0.40
H 1.304907 -1.083487 -4.602426 -0.29 -0.16 -0.01
H -0.308399 -1.899320 -4.823850 0.28 0.18 0.06
H -0.341502 -2.491841 -2.445140 0.29 0.21 0.08
H 1.303768 -1.736404 -2.255256 -0.45 -0.04 0.08
H 0.369425 1.567250 -5.012121 0.02 -0.04 0.11
H 1.440965 1.177815 -3.635672 -0.31 0.09 -0.07
H -0.039054 2.145174 -3.377246 0.20 -0.23 -0.07
H -1.881054 0.028545 -5.271737 -0.01 0.05 0.19
H -2.238539 1.145657 -3.939780 -0.10 -0.16 0.05
H -2.468420 -0.607284 -3.706264 0.21 0.14 -0.12
O 0.686784 -1.896657 1.900791 -0.23 -0.75 0.63
B -0.119497 -0.722172 1.812135 -0.66 1.05 -1.43
O -0.894440 -0.644774 3.010246 -0.15 -0.79 0.47
C -0.463130 -1.643176 3.831951 0.93 0.49 -0.10
C -0.573162 -1.652122 5.211289 -0.09 -0.22 -0.16
C 0.314939 -2.468695 5.916464 -0.16 -0.13 0.08
C 1.233145 -3.280698 5.245906 -0.11 -0.18 0.25
C 1.323482 -3.286441 3.852138 -0.20 -0.07 -0.30
C 0.494101 -2.421664 3.156593 0.18 0.95 0.33
H -1.281337 -0.981356 5.694973 0.25 -0.11 0.00
H 0.296899 -2.433287 7.006110 0.05 -0.16 -0.24
H 1.916852 -3.903066 5.821586 -0.16 0.09 -0.09
H 2.043854 -3.899679 3.313261 0.02 0.23 0.21

For reference, E by record: -57339.00778 -31814.33258 -261585.36503 -108941.61877 -30839.81760 eV.